Record 1
15
Properties=species:S:1:pos:R:3:forces:R:3 method="wB97M-V/def2-TZVPD" de_lowest_kcal_mol=35.55 smiles="N=C=O.CC=O.N"
C 0.54797 1.47921 1.76449 -0.2493 -0.1068 0.2454
C 0.04640 1.15932 -1.59190 -1.8711 -0.6172 0.6493
C -0.83688 0.03465 -2.15432 1.6013 1.2001 0.2623
N -0.05632 0.54571 2.21461 -0.0085 -0.3430 -0.3092
N 0.13692 -2.06806 1.41429 -0.0246 2.1116 -1.1990
O 1.08230 2.46008 1.40791 0.1252 0.0754 -0.1125
O -0.69700 -1.10551 -1.85127 0.3403 -1.8291 1.1270
H -0.49365 1.82607 -0.93769 -0.8310 0.2253 0.1205
H 0.83861 0.86726 -0.96047 0.9336 -1.1819 0.4646
H 0.44999 1.79897 -2.30182 0.5997 1.0032 -1.8379
H -1.55818 0.18311 -2.93207 -0.7674 1.1764 -0.6731
H 1.11991 -1.99476 1.54150 0.6885 -0.0888 -0.6171
H -0.10326 -0.47755 1.88793 0.0857 0.6722 0.3962
H -0.21851 -2.72200 2.02449 -1.2205 -1.7362 1.0300
H -0.25832 -1.98648 0.47432 0.5981 -0.5613 0.4534

***

Record 2
15
Properties=species:S:1:pos:R:3:forces:R:3 method="wB97M-V/def2-TZVPD" de_lowest_kcal_mol=180.90
C -1.90516 0.58982 -0.47914 -0.1068 0.0885 -0.0799
N -1.09296 -0.18300 0.43980 0.1819 -0.3667 -0.7861
O -1.34975 -1.49864 0.18014 -0.0623 0.4165 0.2584
H -1.08429 -1.95357 0.99688 0.1415 0.0605 -0.2416
H 0.68600 0.63320 1.67579 0.5606 -0.1783 -0.3155
H -1.77212 0.26872 -1.51495 -0.1154 0.0090 0.0477
H -1.63343 1.63768 -0.36879 0.1205 -0.0813 -0.0258
H -2.95738 0.47553 -0.18362 0.2021 -0.1078 -0.0589
C 1.55879 0.83089 0.98420 -0.5935 0.9420 1.8352
C 1.36628 -0.77333 -0.98281 -0.5214 -0.2419 0.3011
N 0.77454 0.12826 -0.32014 0.9384 -0.6833 0.5454
O 2.69988 0.39242 1.33906 -0.5968 -0.3298 -1.2296
H 1.47195 1.91084 0.72348 0.1334 -0.1954 -0.3905
H 2.39354 -1.07851 -0.76388 -0.0110 0.5568 -0.0408
H 0.84412 -1.38030 -1.72601 -0.2713 0.1112 0.1809

***

Record 3
15
Properties=species:S:1:pos:R:3:forces:R:3 method="wB97M-V/def2-TZVPD" de_lowest_kcal_mol=32.09 smiles="N/C=C/N.O=CO"
O -2.28132 -0.59367 -0.38536 0.1065 0.0488 -0.1599
C -1.74402 -1.78326 -0.61365 0.0105 0.0374 -0.0274
O -0.60439 -2.09245 -0.39447 0.1706 -0.0363 0.0394
H -2.47757 -2.47411 -1.04386 -0.1163 0.0122 0.0179
C 0.63982 0.76618 0.68052 0.0513 -0.2271 -0.0356
C 1.68334 1.32239 0.07626 -0.2808 0.1185 -0.8556
N 2.91351 0.70694 -0.22935 -0.3753 0.0522 -0.1123
N -0.63569 1.39169 0.90110 0.2001 0.0898 -0.1354
H 0.62511 -0.29464 0.90153 0.2550 0.0210 0.3027
H 1.57252 2.29708 -0.39660 0.1163 0.1989 0.5101
H 3.22539 0.98410 -1.15389 0.0814 -0.0872 0.2009
H 2.83249 -0.29920 -0.19886 0.1551 -0.1340 0.0703
H -0.75012 1.63478 1.88232 -0.1600 -0.1320 -0.1726
H -1.59520 0.03466 -0.03629 -0.3068 0.0109 0.2980
H -0.73796 2.24487 0.36247 0.0921 0.0270 0.0595

***

Record 4
15
Properties=species:S:1:pos:R:3:forces:R:3 method="wB97M-V/def2-TZVPD" de_lowest_kcal_mol=22.05 smiles="NC(=O)NCCO"
N -0.72647 -1.43782 1.24828 0.2729 -0.4156 0.1571
C 0.52098 -0.99688 0.73483 0.1393 -0.2919 0.1616
O 1.44956 -0.72637 1.45558 -0.3200 -0.1032 -0.3330
N 0.52250 -0.83205 -0.65769 -0.1649 -0.0923 0.1017
C 0.84890 0.53561 -1.07369 0.0727 0.0863 0.1089
C -0.26232 1.48216 -0.56385 -0.0023 0.1779 -0.3050
O -0.68482 1.18264 0.74505 -0.3746 0.0837 0.0881
H -0.69161 -1.58010 2.24938 0.0933 -0.1918 -0.1161
H -1.21767 -2.16920 0.75315 0.1067 0.0281 -0.0156
H -0.36617 -1.09621 -1.06904 0.0578 -0.0711 0.0868
H 0.91926 0.56828 -2.16959 -0.0336 0.0120 0.2850
H 1.83043 0.79335 -0.66964 -0.1884 -0.0455 0.0753
H -1.11001 1.45393 -1.26752 0.0835 -0.0284 0.0703
H 0.10821 2.51297 -0.53952 -0.0728 -0.1363 -0.0770
H -1.14079 0.30970 0.82427 0.3304 0.9880 -0.2881

***

Record 5
15
Properties=species:S:1:pos:R:3:forces:R:3 method="wB97M-V/def2-TZVPD" de_lowest_kcal_mol=32.47 smiles="NC(=O)[C@H](N)CO"
N -0.96928 0.92645 -0.81335 1.0911 0.5614 0.5580
C 0.17524 0.09986 -0.39212 -0.6639 0.6185 -0.5648
C -0.17059 -1.36068 -0.46741 -0.5532 -0.3385 -0.9924
O -0.67193 -1.53996 -1.83523 1.3770 0.5456 0.8407
C 0.69587 0.50378 0.93930 -2.7162 1.3105 1.8539
N 0.38261 1.81299 1.29464 -0.2025 -0.6601 -4.2254
O 1.06031 -0.36921 1.67266 1.5246 -0.6114 1.3618
H -1.85156 0.55829 -0.50179 -0.1157 -0.2978 0.5649
H -1.02168 0.84977 -1.78910 -0.0962 0.0428 -1.6202
H 1.04744 0.24446 -1.00102 0.1272 0.3800 -1.2257
H 0.67167 -1.99695 -0.29558 0.6659 -0.3060 -0.1707
H -0.85677 -1.61875 0.32699 -0.7475 -0.0471 -0.0465
H -1.45561 -2.05511 -1.91545 -0.7734 -0.6828 0.4266
H 0.34923 2.33123 2.10298 0.6372 0.2529 2.5866
H -0.08613 2.32669 0.52593 0.4457 -0.7680 0.6532

***

Record 6
15
Properties=species:S:1:pos:R:3:forces:R:3 method="wB97M-V/def2-TZVPD" de_lowest_kcal_mol=59.19 spin_multiplicity=3 s_squared=2.006
C 1.14690 -1.58433 0.22424 -1.4669 -5.0324 1.8526
C -2.47779 0.23667 -0.25205 -1.0645 -2.3911 -1.2816
C 2.01805 0.66031 0.23489 1.2569 4.0083 0.0511
N -3.14527 -0.80361 0.12774 0.3293 2.4659 -0.8160
N 2.00684 -0.70644 0.57568 2.0339 3.8836 -1.6725
O -1.49899 0.80979 0.47741 -2.3033 -1.6648 1.4236
O 0.98245 1.16758 -0.72915 0.8366 -1.5377 -0.2280
H 1.28029 -2.51717 0.85088 -0.9764 0.9138 -0.6777
H 0.42418 -1.53962 -0.54432 -0.2083 0.0884 -1.0328
H -2.69458 0.53225 -1.34805 0.8979 0.0983 1.8052
H 3.04026 1.05390 -0.21417 -1.7152 -1.2868 0.7782
H 1.87395 1.36830 1.14597 -0.0266 -1.2577 -1.2463
H -3.03152 -0.93857 1.11804 0.5094 -0.4468 0.6069
H -1.01557 1.43064 0.00663 1.5921 1.8373 -1.6438
H 1.09080 0.83032 -1.67373 0.3051 0.3218 2.0809

***

Record 7
16
Properties=species:S:1:pos:R:3:forces:R:3 method="wB97M-V/def2-TZVPD" de_lowest_kcal_mol=52.27
C -0.95604 -1.11848 0.23658 0.3033 1.0422 1.1482
C -1.27496 0.32121 0.89149 -0.2956 -0.9093 0.0737
C 0.66012 0.39691 -0.45289 2.9689 2.3512 -2.6637
N 0.00860 -0.79060 -0.80410 -3.2616 3.7764 0.0486
N -0.26584 1.23381 0.19111 -2.7405 -3.1024 -0.1769
O 2.68675 -1.37150 0.18844 -0.2445 -1.5049 -0.1344
O 3.39014 0.89160 -0.26972 1.3814 -0.9468 -0.7326
S 2.31643 -0.01902 0.58958 -0.0521 0.9079 0.1959
H -0.36290 -1.79845 0.83891 -0.5524 -0.0795 1.2057
H -1.89786 -1.63999 -0.01831 0.6230 0.4265 -0.5703
H -2.41697 0.49114 0.67920 2.3653 0.4482 0.3125
H -1.09437 0.31738 2.01591 -0.3865 -0.0338 -1.3958
H 1.25728 1.06624 -1.36481 -1.6942 -2.1411 2.0498
H 0.53773 -1.51790 -1.05255 2.8185 -3.1267 -1.2132
H 0.04419 2.00166 0.69529 0.7848 1.3750 1.0133
H 4.12097 0.23350 -0.59261 -2.0175 1.5169 0.8394

***

Record 8
16
Properties=species:S:1:pos:R:3:forces:R:3 method="wB97M-V/def2-TZVPD" de_lowest_kcal_mol=57.32
C 0.45905 1.99960 -0.40622 0.3473 0.3464 -0.1759
C -0.52628 0.30677 0.82999 -0.6181 0.3853 1.8606
C -0.39497 -0.90476 0.00548 -0.7346 -1.2813 -1.5953
H 0.25830 2.98070 -0.85364 0.0154 -0.3543 -0.0228
H 0.88203 1.29549 -1.14786 -0.2510 0.4110 0.1834
H 1.19450 2.13944 0.39763 0.0830 0.0160 -0.1013
H 0.39143 0.33913 1.44094 -0.1682 0.3346 -0.0273
H -1.37752 0.19539 1.52488 0.3902 -0.0990 -0.3967
H 0.81369 -1.95501 -1.25819 -0.2381 0.7586 0.5028
H 2.94379 -0.24063 -0.16115 -0.1881 -0.2319 0.1585
H -3.11521 -2.12366 -0.13256 0.0978 0.3242 0.1744
N 0.85588 -1.14418 -0.61797 -0.0150 -0.8902 -0.4819
N -1.32754 -1.73239 -0.33224 1.2718 0.5937 0.4515
O -0.74544 1.52718 0.15528 0.2451 -0.4909 -0.3053
O -2.56329 -1.39772 0.19487 -0.4219 -0.1600 -0.1548
S 2.25158 -1.28535 0.36077 0.1844 0.3378 -0.0699

***

Record 9
16
Properties=species:S:1:pos:R:3:forces:R:3 method="wB97M-V/def2-TZVPD" de_lowest_kcal_mol=102.08 smiles="C=[N+]([O-])O.[H]/N=C/SC"
C -0.13142 0.41802 2.02851 0.0911 -0.3239 -1.7633
C -0.14020 -1.43415 -1.46125 2.9330 -0.0263 -1.7325
C 1.57146 0.52725 -0.08631 0.7927 0.7339 0.2230
N 0.93179 1.56904 -0.40034 -0.6376 -0.0919 -2.7315
N -1.32714 -1.36993 -1.05449 -0.0200 0.1360 -1.2260
O -2.17230 -0.95535 -2.14066 -1.0698 -0.6934 0.8680
O -1.79842 -1.60432 0.02790 -1.3966 -0.2217 1.3461
S 1.62813 0.12916 1.60715 -0.1975 -0.7746 0.8235
H -0.35544 1.47575 2.14000 -0.0804 -0.1755 -0.1408
H -0.37150 -0.14525 2.89054 0.1022 -0.3622 1.2200
H -0.70350 -0.11076 1.22502 0.2836 0.9939 0.5946
H 0.72549 -1.69957 -0.84884 -0.9685 0.0054 0.1424
H -0.00082 -1.19025 -2.51802 0.0619 -0.1841 0.5934
H 2.21131 -0.10868 -0.73151 -0.4135 0.4124 0.1501
H -2.92466 -1.57466 -2.01235 0.2026 0.6092 -0.1635
H 0.87578 1.67354 -1.46713 0.3169 -0.0371 1.7966

***

Record 10
18
Properties=species:S:1:pos:R:3:forces:R:3 method="wB97M-V/def2-TZVPD" de_lowest_kcal_mol=115.02
C -0.56358 -0.60121 2.16831 -0.3578 -0.0959 0.2064
C -1.02595 0.69264 -2.15127 0.0180 -0.0154 -0.6658
C 0.83918 -0.25675 1.75812 -0.1132 0.0845 -0.5346
N -0.28851 -0.10700 -1.22615 0.4347 1.9986 3.3320
N 0.52854 -1.04158 -1.65789 0.1532 -0.3342 0.0526
O 0.42519 -1.43360 -2.80163 0.0672 -0.1273 -0.4983
O 1.29556 -1.49049 -0.81289 0.6355 -0.5519 -0.0818
O 1.96195 1.45568 -0.04881 0.2093 -0.4117 0.0344
O -0.27637 2.00614 0.79767 -0.3124 -0.3198 0.0639
S 0.71425 1.03135 0.48164 -0.6392 -0.7373 -1.9873
H -0.55696 -1.32442 2.98110 0.0960 -0.0367 0.0194
H -1.09178 0.28921 2.49769 -0.0921 -0.0190 0.0869
H -1.09972 -1.03351 1.32965 -0.1005 -0.0824 -0.0872
H -1.33928 1.59463 -1.63278 -0.0509 0.0445 0.0770
H -0.41882 0.94991 -3.02172 -0.0607 0.0967 -0.0120
H -1.90887 0.14660 -2.49335 0.0051 0.0903 0.0128
H 1.37326 -1.07647 1.28313 0.0337 0.1841 0.0309
H 1.43192 0.19887 2.54918 0.0741 0.2328 -0.0494

***

Record 11
18
Properties=species:S:1:pos:R:3:forces:R:3 method="wB97M-V/def2-TZVPD" de_lowest_kcal_mol=34.34
C 1.15313 0.10992 -0.35923 2.3502 1.7430 1.7442
C -0.92591 -0.97031 -0.38309 1.1278 -1.4566 2.1876
C -0.54618 1.18399 1.57193 2.2985 4.0556 -0.2111
N 1.59982 -0.09545 -1.63305 1.5378 1.1859 0.1139
N 0.10767 -0.23353 0.27915 0.2857 -0.0667 -0.4275
O 2.16708 0.83799 0.27783 -1.4625 -0.1444 1.2396
O -1.06471 -0.47338 -1.65389 -1.7650 0.1881 -0.9427
O -0.55383 -2.36407 -0.36514 -0.3088 0.3880 -1.0514
O -1.67149 0.65890 1.99307 -0.6411 -2.1191 1.7676
O 0.44002 1.49124 2.28172 -1.1112 -1.3346 -0.3481
H -1.77750 -0.90774 0.35220 0.2331 -0.0406 -1.4963
H -0.74915 1.90043 0.71927 -0.1556 -1.0594 0.4246
H 0.92316 -0.01551 -2.35623 -0.6401 -0.2089 -0.4056
H 2.39714 0.58608 -1.75075 -1.1096 -1.3358 -0.1417
H -2.00959 -0.40042 -1.87966 0.5709 -0.1801 0.0114
H 0.05380 -2.55438 -1.11752 -0.5427 0.4312 0.7536
H -1.47651 0.07068 2.78543 -0.2222 1.0631 -1.0780
H 1.93304 1.17557 1.23796 -0.4451 -1.1086 -2.1401

***

Record 12
15
Properties=species:S:1:pos:R:3:forces:R:3 method="wB97M-V/def2-TZVPD" charge=+1 de_lowest_kcal_mol=93.95 smiles="C/C=[NH+]/[PH2]=C=NO"
C -1.67197 -1.80716 -1.08770 -2.4868 -1.1644 -2.0542
C 1.96889 2.20119 1.19655 0.1596 0.3174 0.2726
C 1.32770 1.09591 0.48769 -0.1415 -0.6360 -0.0443
N -2.59798 -1.85755 -1.79173 1.1298 -0.7724 0.7313
N 0.70652 0.09993 0.99711 1.0970 1.2786 0.9221
O -3.63453 -1.72159 -2.54465 -0.7148 0.4911 -0.4202
P -0.50765 -0.90116 -0.04573 0.3846 0.7737 0.4381
H 2.94370 2.41696 0.76359 0.0964 -0.0521 0.0136
H 1.36970 3.10061 1.02973 -0.0485 0.0381 -0.0058
H 2.05599 2.02894 2.26567 0.0180 -0.0118 0.0513
H 1.35487 1.11456 -0.60271 -0.0876 0.0410 -0.0182
H -3.94406 -2.58637 -2.88143 0.3934 -0.0108 0.2583
H 0.63598 0.08078 2.01768 0.1313 0.0641 -0.1266
H -0.56945 -1.85179 0.94962 -0.2083 -0.2836 0.3824
H 0.56229 -1.41327 -0.75369 0.2775 -0.0731 -0.4004

***

Record 13
15
Properties=species:S:1:pos:R:3:forces:R:3 method="wB97M-V/def2-TZVPD" charge=-1 de_lowest_kcal_mol=18.68 spin_multiplicity=2 s_squared=0.754
N 1.07742 0.58837 -1.30415 1.1993 0.0364 -0.3863
C 0.38304 0.02783 -0.16004 -0.3693 0.0744 -0.2986
C -0.34390 1.02585 0.73582 -0.4586 -0.7579 1.0176
S 0.70960 2.16769 1.73028 -0.2599 -0.1898 -0.3898
C -0.63029 -1.03196 -0.59576 0.1052 0.6453 -0.3818
N -0.18814 -2.32735 -0.46974 1.3998 -1.0270 0.7552
O -1.79854 -0.70829 -0.87568 -0.4460 0.0674 -0.1126
H 1.75739 1.29776 -1.05537 -0.0219 0.0245 0.1503
H -0.26841 2.49863 2.60529 0.1596 -0.0234 -0.1193
H 0.60099 0.87412 -2.14504 -0.7127 -0.1837 0.4028
H 1.14595 -0.49470 0.42986 -0.0036 0.1154 0.1545
H -0.83551 0.35755 1.45847 0.0060 0.3332 0.1788
H -1.16222 1.54670 0.24908 0.2830 0.1579 -0.3365
H 0.04072 -2.76325 0.46707 -0.0481 0.6972 -0.2260
H -0.48811 -3.05895 -1.07009 -0.8328 0.0303 -0.4084

***

Record 14
15
Properties=species:S:1:pos:R:3:forces:R:3 method="wB97M-V/def2-TZVPD" de_lowest_kcal_mol=97.83 smiles="C1N=NCO1.CS"
C 1.58299 1.32899 0.45765 0.8077 -0.8836 2.0277
C 2.30545 -0.57922 -0.48889 1.6056 0.0877 0.2422
C -2.49434 -0.41031 0.45859 0.6358 -0.1598 -0.0951
N 0.73780 0.24082 0.86284 0.9109 -1.0793 0.5952
N 1.11732 -0.77342 0.30998 -0.8092 -2.6326 -0.3767
O 2.55190 0.79375 -0.37703 0.7545 1.2628 -0.2112
S -1.41881 0.96937 -0.07714 -0.6544 0.5219 1.2426
H 0.90456 1.92604 -0.01176 -1.2700 2.4451 -1.6445
H 1.86955 1.77114 1.42150 0.8622 0.1970 -0.4403
H 3.09347 -1.14811 0.05785 -0.2714 0.1247 -0.3929
H 2.40506 -0.84998 -1.57694 -1.0721 -0.1260 1.0410
H -3.30772 -0.17655 1.10781 -0.6137 1.1003 0.3479
H -2.94810 -0.63898 -0.51730 0.3484 -1.3056 0.7241
H -1.92872 -1.13203 1.12841 -0.2205 0.3399 -1.8320
H -1.88914 1.15564 -1.26583 -1.0137 0.1076 -1.2280

***

Record 15
15
Properties=species:S:1:pos:R:3:forces:R:3 method="wB97M-V/def2-TZVPD" de_lowest_kcal_mol=130.96
N -1.27837 1.59926 -1.00314 1.7026 0.7519 -0.4774
C -0.53105 0.44842 -0.60406 -5.1185 -0.6156 1.1614
C -0.75245 -0.10342 0.76098 -1.7996 -0.9036 -2.6521
S 0.51359 -2.75653 -0.49939 -0.2789 -0.5304 -0.0268
C 0.55583 0.76926 0.52584 4.6304 1.0793 1.6200
N 1.66996 -0.03892 0.50200 -0.7543 1.2547 -0.4136
O 0.53628 1.97136 0.84647 0.3758 -1.1073 0.0019
H -0.86692 2.42081 -0.54343 -0.6245 -0.3024 -0.4712
H -2.27746 1.56356 -0.91772 -0.1321 -0.3586 0.5257
H -0.24588 -0.24717 -1.38979 0.8813 -0.0459 0.3247
H -1.38411 0.32462 1.53511 0.0594 0.4995 -0.5179
H -0.66542 -1.20415 0.71762 1.1119 0.0146 0.6040
H 0.55721 -4.12208 -0.53711 0.1282 0.7587 0.0042
H 2.58012 0.38588 0.38838 -0.0377 0.1638 0.4025
H 1.58868 -1.01089 0.21824 -0.1441 -0.6587 -0.0852

***

Record 16
14
Properties=species:S:1:pos:R:3:forces:R:3 method="wB97M-V/def2-TZVPD" de_lowest_kcal_mol=49.83 smiles="CNC(=S)NC"
C 2.03744 -0.20022 -1.31618 4.3592 0.0640 1.3410
C -0.00951 0.15621 -0.13721 -1.6429 0.1168 0.4873
C -2.29978 0.66315 0.87388 6.7341 -6.2880 2.2760
H 2.62832 0.15220 -2.22157 -1.1965 -0.1993 0.8993
H 1.94384 -1.31566 -1.41201 -0.1049 1.2382 0.4478
H 2.84752 0.09826 -0.35949 -2.2318 -1.2889 -2.4850
H 0.92629 1.53837 -1.36353 -0.7573 -2.4140 0.5379
H -1.50735 1.45477 -0.89337 0.4520 0.3214 -1.2550
H -1.96035 0.78307 1.95655 -0.2361 0.1295 -1.6212
H -2.72224 -0.39037 0.82787 0.4602 1.4246 -0.4280
H -2.81466 1.37171 0.55378 -5.8463 5.8566 -1.8773
N 0.81432 0.49051 -1.13051 1.4929 2.5921 -1.8646
N -1.14392 0.92391 -0.14758 -1.1750 -2.1174 3.9725
S 0.28731 -1.08176 0.95846 -0.3077 0.5643 -0.4307

***

Record 17
14
Properties=species:S:1:pos:R:3:forces:R:3 method="wB97M-V/def2-TZVPD" charge=+1 de_lowest_kcal_mol=103.99
C 6.27941 2.03132 0.08215 -3.1519 0.8636 4.0976
C -6.14341 -0.95020 0.64133 1.3672 -1.1854 0.4551
C 2.61572 0.02507 -0.70145 1.9172 -1.2084 0.3981
N -5.01206 -0.72014 0.08086 0.1434 -0.3172 -1.1484
N 5.56154 2.15115 1.01320 2.5222 -0.7018 -3.3774
N 3.03336 -1.12633 -0.35505 -0.5162 -0.5347 1.3383
H 6.91707 2.09021 -0.74464 0.6171 -0.1919 -0.7542
H -4.43826 -1.32459 -0.56015 -1.0523 0.1238 1.0652
H -6.49031 -0.09367 1.21515 -0.6804 -0.3995 -0.0529
H -6.54582 -2.00562 0.70081 0.1595 1.5210 -0.3749
H 3.35520 0.83640 -0.62562 -1.0779 0.5910 0.0354
H 1.60713 0.06612 -1.13051 0.5109 0.4428 -0.1904
H -4.63764 0.21877 0.13101 0.0749 0.2489 0.0616
H 3.89806 -1.19850 0.25291 -0.8336 0.7480 -1.5530